[1]
A molecular structure, C14H28O28S7 in a non-equilibrium geometry, computed with ωB97M-V with the def2-TZVPD basis set.

```
! RIJCOSX wB97M-V def2-TZVPD def2/J DEFGRID3
* xyz 1 2
C 0.94 -0.19 -1.66
C -0.50 0.39 -1.26
O -0.48 0.48 0.19
S 1.07 0.45 0.80
O 1.17 -0.21 2.14
O 1.82 1.67 0.55
O 1.58 -0.55 -0.42
H 1.56 0.55 -2.16
H 1.11 -1.08 -2.27
H -1.31 -0.26 -1.60
H -0.68 1.38 -1.68
C 2.99 -0.55 6.22
C 1.83 -0.71 5.24
O 1.91 -1.92 4.65
S 2.35 -3.01 5.92
O 3.48 -3.82 5.46
O 1.15 -3.71 6.39
O 2.87 -1.76 6.96
H 2.94 0.21 7.01
H 3.91 -0.36 5.67
H 1.92 0.15 4.57
H 0.87 -0.59 5.74
C 2.70 4.85 -5.41
C 3.87 4.74 -4.47
O 3.60 3.75 -3.58
S 2.04 3.26 -3.70
O 1.45 3.30 -2.33
O 1.95 2.07 -4.47
O 1.58 4.59 -4.51
H 2.80 4.40 -6.39
H 2.51 5.91 -5.59
H 3.98 5.68 -3.92
H 4.83 4.52 -4.95
C -3.27 -5.48 -3.23
C -1.78 -5.74 -3.24
O -1.25 -4.99 -2.12
S -2.11 -3.61 -1.87
O -1.58 -2.45 -2.64
O -2.41 -3.37 -0.48
O -3.51 -4.28 -2.58
H -4.00 -6.15 -2.75
H -3.74 -5.19 -4.17
H -1.23 -5.42 -4.12
H -1.52 -6.79 -3.10
C -5.32 0.45 -2.68
C -4.27 -0.37 -1.86
O -5.12 -0.86 -0.82
S -6.59 -1.35 -1.38
O -7.63 -1.26 -0.37
O -6.35 -2.62 -2.09
O -6.60 -0.07 -2.46
H -5.17 0.44 -3.76
H -5.22 1.43 -2.21
H -3.49 0.24 -1.40
H -3.73 -1.05 -2.53
C 3.97 3.87 1.16
C 4.95 3.77 -0.02
O 5.15 5.10 -0.55
S 4.98 6.14 0.73
O 3.97 7.17 0.49
O 6.29 6.65 1.15
O 4.32 5.00 1.84
H 3.71 2.96 1.70
H 3.00 4.17 0.75
H 4.57 3.18 -0.86
H 5.92 3.36 0.24
C -2.05 -1.50 3.23
C -1.53 -2.92 3.43
O -2.64 -3.70 3.14
S -4.06 -2.90 3.76
O -4.17 -3.12 5.22
O -5.24 -3.03 2.96
O -3.45 -1.47 3.41
H -1.85 -1.14 2.22
H -1.67 -0.59 3.69
H -1.16 -2.93 4.45
H -0.87 -3.20 2.60
*
```

Results
**Strongest force on any atom**: 5.28 eV/A
**Kohn-Sham gap (alpha / beta)**: 8.75 / 2.17 eV

***

[2]
A molecular structure, C48H59N6O3PPb in a non-equilibrium geometry, computed with ωB97M-V with the def2-TZVPD basis set.

```
! RIJCOSX wB97M-V def2-TZVPD def2/J DEFGRID3
* xyz 2 1
Pb -0.29 -0.68 0.63
C 5.68 4.72 -0.78
O 4.54 4.14 -0.19
C 3.61 4.97 0.37
C 3.68 6.35 0.39
C 2.65 7.09 0.96
C 1.54 6.45 1.49
C 1.46 5.07 1.47
C 2.50 4.31 0.95
N 2.52 2.91 0.86
C 1.57 1.98 1.16
N 0.94 2.18 2.32
C -0.05 1.54 3.06
C -0.73 0.38 2.72
C -1.65 -0.17 3.59
C -1.92 0.44 4.80
C -1.28 1.62 5.14
C -0.35 2.17 4.29
O 0.38 3.30 4.54
C -0.20 4.38 5.26
N 1.41 0.93 0.38
C 2.14 0.94 -0.83
C 3.11 -0.03 -1.07
C 3.88 0.01 -2.21
C 3.68 1.02 -3.14
C 2.71 2.00 -2.92
C 1.93 1.96 -1.77
O 0.96 2.86 -1.44
C 0.75 3.97 -2.28
H 6.30 3.89 -1.12
H 6.24 5.32 -0.05
H 5.42 5.35 -1.64
H 4.52 6.86 -0.04
H 2.71 8.16 0.97
H 0.74 7.03 1.92
H 0.57 4.59 1.83
H 3.23 2.61 0.19
H 1.30 2.98 2.85
H -2.14 -1.10 3.34
H -2.63 0.00 5.47
H -1.49 2.08 6.10
H -0.66 4.07 6.19
H -0.94 4.89 4.64
H 0.63 5.05 5.47
H 3.28 -0.78 -0.32
H 4.66 -0.72 -2.37
H 4.28 1.07 -4.03
H 2.59 2.79 -3.64
H -0.04 4.55 -1.79
H 0.41 3.67 -3.28
H 1.65 4.58 -2.37
C 0.30 -1.90 -4.68
C 0.54 -1.13 -3.38
C -0.38 0.09 -3.32
P 0.24 -2.13 -1.81
C 1.48 -3.51 -1.56
C 2.18 -4.10 -2.78
C 0.84 -4.59 -0.68
C -1.39 -2.86 -2.09
C -1.55 -3.96 -2.92
C -2.80 -4.48 -3.24
C -2.97 -5.54 -4.27
C -3.91 -3.92 -2.61
C -3.79 -2.88 -1.73
C -2.53 -2.29 -1.44
N -2.41 -1.19 -0.69
C -3.44 -0.75 0.11
C -4.02 -1.52 1.13
C -3.55 -2.92 1.43
C -5.01 -0.95 1.92
C -5.48 0.34 1.70
C -6.59 0.90 2.53
C -4.92 1.08 0.66
C -3.89 0.58 -0.11
C -3.34 1.35 -1.26
H 0.50 -1.22 -5.51
H -0.74 -2.22 -4.75
H 0.95 -2.76 -4.78
H 1.58 -0.80 -3.32
H -1.42 -0.23 -3.34
H -0.20 0.72 -4.18
H -0.21 0.67 -2.41
H 2.25 -3.00 -0.96
H 1.48 -4.62 -3.43
H 2.92 -4.82 -2.44
H 2.69 -3.32 -3.35
H 0.14 -5.19 -1.25
H 0.31 -4.15 0.16
H 1.62 -5.25 -0.30
H -0.68 -4.39 -3.40
H -2.04 -6.05 -4.49
H -3.35 -5.11 -5.19
H -3.70 -6.28 -3.94
H -4.89 -4.31 -2.83
H -4.67 -2.43 -1.29
H -4.15 -3.65 0.89
H -3.64 -3.13 2.49
H -2.51 -3.05 1.13
H -5.43 -1.53 2.73
H -6.68 0.39 3.48
H -7.53 0.79 2.00
H -6.44 1.97 2.70
H -5.31 2.06 0.45
H -3.80 2.34 -1.32
H -3.54 0.82 -2.19
H -2.26 1.47 -1.17
C 4.04 -3.85 2.97
N 2.69 -3.44 2.72
C 1.56 -3.98 3.25
C 0.51 -3.27 2.73
N 1.00 -2.32 1.89
C 2.31 -2.44 1.91
H 4.04 -4.68 3.67
H 4.61 -3.03 3.41
H 4.52 -4.16 2.05
H 1.58 -4.79 3.94
H -0.54 -3.38 2.91
H 2.99 -1.82 1.37
*
```

Results
**Strongest force on any atom**: 1.76 eV/A
**Kohn-Sham gap (alpha / beta)**: 4.74 / 4.74 eV

***

[3]
3 unconnected molecules or ions with the total composition C16H36BF3O8P2 in a non-equilibrium geometry, computed with ωB97M-V with the def2-TZVPD basis set.

```
! RIJCOSX wB97M-V def2-TZVPD def2/J DEFGRID3
* xyz 0 1
C 0.97 5.36 5.82
C 1.50 5.14 7.05
B 1.59 3.76 7.71
C 1.44 2.46 6.87
C 1.91 3.69 9.29
F 3.17 3.24 9.56
F 1.83 4.92 9.89
F 1.03 2.89 9.96
H -0.03 5.02 5.57
H 1.54 5.87 5.05
H 1.96 5.98 7.57
H 1.58 1.54 7.43
H 2.20 2.50 6.09
H 0.48 2.46 6.33
O 1.20 0.29 2.65
P 2.06 0.88 1.63
O 2.44 -0.09 0.43
C 1.50 -1.09 0.00
C 0.34 -0.50 -0.79
O 3.55 1.06 2.23
C 3.77 1.04 3.64
C 4.38 -0.28 4.07
O 1.86 2.30 0.98
C 2.82 2.82 0.03
C 2.18 2.95 -1.33
H 1.13 -1.65 0.86
H 2.06 -1.78 -0.63
H -0.14 0.30 -0.23
H -0.40 -1.27 -1.01
H 0.69 -0.09 -1.74
H 2.85 1.23 4.18
H 4.46 1.86 3.87
H 3.80 -1.11 3.68
H 4.42 -0.35 5.15
H 5.40 -0.38 3.68
H 3.70 2.19 -0.01
H 3.12 3.80 0.41
H 1.76 2.00 -1.65
H 2.92 3.27 -2.06
H 1.36 3.68 -1.31
O -2.24 -2.10 -3.38
P -2.72 -2.62 -4.66
O -4.24 -3.10 -4.65
C -5.19 -2.42 -3.82
C -5.58 -1.06 -4.36
O -2.07 -4.08 -4.91
C -0.89 -4.49 -4.21
C -1.25 -5.47 -3.11
O -2.48 -1.95 -6.06
C -2.94 -2.60 -7.27
C -4.02 -1.77 -7.92
H -4.80 -2.34 -2.80
H -6.06 -3.08 -3.78
H -4.70 -0.45 -4.55
H -6.22 -0.54 -3.65
H -6.12 -1.16 -5.30
H -0.37 -3.63 -3.80
H -0.24 -4.96 -4.94
H -2.05 -5.07 -2.48
H -0.38 -5.67 -2.48
H -1.60 -6.41 -3.53
H -3.28 -3.61 -7.07
H -2.06 -2.67 -7.92
H -4.84 -1.60 -7.22
H -4.42 -2.30 -8.79
H -3.64 -0.80 -8.24
*
```

Results
**Strongest force on any atom**: 3.44 eV/A
**Kohn-Sham gap**: 8.68 eV
**SMILES**: CCOP(=O)(OCC)OCC.CCOP(=O)(OCC)OCC.C=CB(C)C(F)(F)F

***

[4]
7 unconnected molecules or ions with the total composition C25H65N2O7P2S in a non-equilibrium geometry, computed with ωB97M-V with the def2-TZVPD basis set.

```
! RIJCOSX wB97M-V def2-TZVPD def2/J DEFGRID3
* xyz 1 1
C 0.52 -4.16 -1.12
C 0.48 -4.71 -2.67
S -0.73 -3.82 -3.75
C -0.15 -2.11 -4.17
P -0.53 -0.78 -2.88
N -0.12 0.78 -3.65
N 0.46 -0.86 -1.42
C 0.82 0.39 -1.13
O 0.78 1.56 -0.66
P -2.62 -0.63 -2.29
C -2.57 -0.59 -0.37
C -3.63 -2.16 -2.74
C -3.94 -2.29 -4.34
H 1.28 -3.30 -1.10
H -0.55 -3.86 -0.80
H 0.92 -4.99 -0.44
H 1.55 -4.80 -3.09
H 0.09 -5.81 -2.57
H 1.01 -2.18 -4.27
H -0.52 -1.72 -5.20
H 0.87 0.74 -3.98
H -0.67 0.83 -4.55
H -3.58 -0.32 0.11
H -2.27 -1.63 0.07
H -1.74 0.13 -0.04
H -3.14 -3.12 -2.32
H -4.68 -2.11 -2.23
H -4.63 -3.22 -4.45
H -2.99 -2.44 -4.98
H -4.52 -1.33 -4.65
C -7.76 2.14 -1.07
C -6.29 1.86 -1.33
C -5.93 2.09 -2.79
O -6.00 0.50 -0.98
H -8.40 1.47 -1.66
H -8.01 1.95 -0.02
H -8.01 3.17 -1.31
H -5.67 2.50 -0.69
H -6.51 1.42 -3.44
H -4.87 1.87 -2.97
H -6.13 3.12 -3.08
H -6.54 -0.07 -1.54
C -1.13 -2.75 3.68
C 0.13 -3.02 2.89
C 1.29 -2.16 3.38
O -0.11 -2.74 1.51
H -1.44 -1.70 3.58
H -1.96 -3.36 3.31
H -0.99 -2.97 4.74
H 0.40 -4.08 2.96
H 1.06 -1.10 3.27
H 2.19 -2.36 2.79
H 1.51 -2.36 4.43
H -0.34 -1.80 1.43
C 5.31 -0.46 0.56
C 5.37 -1.37 1.78
C 6.77 -1.92 1.99
O 4.45 -2.45 1.60
H 5.58 -1.01 -0.35
H 4.30 -0.08 0.41
H 5.99 0.39 0.67
H 5.05 -0.82 2.66
H 7.09 -2.52 1.13
H 6.79 -2.58 2.86
H 7.49 -1.12 2.14
H 4.73 -2.95 0.82
C 6.06 3.29 5.07
C 5.31 2.45 4.04
C 3.84 2.33 4.39
O 5.89 1.14 3.99
H 6.00 2.84 6.06
H 7.12 3.35 4.81
H 5.65 4.30 5.12
H 5.42 2.89 3.05
H 3.70 1.85 5.36
H 3.31 1.71 3.65
H 3.36 3.32 4.42
H 5.80 0.74 4.87
C -1.71 1.24 7.17
C -0.83 0.81 6.01
C -0.48 1.99 5.11
O -1.51 -0.18 5.24
H -2.66 1.66 6.82
H -1.96 0.38 7.80
H -1.21 1.99 7.79
H 0.09 0.35 6.39
H -1.39 2.44 4.69
H 0.14 1.67 4.27
H 0.05 2.76 5.67
H -2.33 0.21 4.90
C -0.21 3.13 -8.34
C -0.74 3.18 -6.92
C 0.27 3.81 -5.97
O -1.05 1.86 -6.47
H 0.70 2.52 -8.39
H -0.94 2.66 -9.00
H 0.02 4.13 -8.72
H -1.67 3.76 -6.89
H 1.20 3.23 -5.94
H -0.12 3.84 -4.95
H 0.52 4.83 -6.28
H -0.23 1.34 -6.49
*
```

Results
**Strongest force on any atom**: 8.78 eV/A
**Kohn-Sham gap**: 8.25 eV

***

[5]
A molecular structure, C44H58KNO5S2Se in a non-equilibrium geometry, computed with ωB97M-V with the def2-TZVPD basis set.

```
! RIJCOSX wB97M-V def2-TZVPD def2/J DEFGRID3
* xyz 0 1
K -0.69 1.72 0.44
C -2.56 -6.15 1.80
C -1.20 -5.83 2.41
C -1.26 -6.12 3.92
C -0.15 -6.75 1.76
C -0.79 -4.37 2.20
C -1.59 -3.46 1.53
C -1.17 -2.16 1.34
Se -2.33 -1.02 0.30
C -1.57 -1.52 -1.39
C -2.05 -2.63 -2.06
C -1.47 -3.04 -3.25
C -0.42 -2.25 -3.74
C 0.08 -1.12 -3.11
C -0.48 -0.75 -1.85
O -0.06 0.26 -1.14
C 1.16 -0.26 -3.76
C 1.60 -0.82 -5.12
C 2.41 -0.18 -2.87
C 0.60 1.15 -3.99
C -1.93 -4.26 -4.03
C -2.46 -3.83 -5.40
C -0.75 -5.22 -4.23
C -3.04 -5.02 -3.30
C 0.07 -1.72 1.83
O 0.38 -0.38 1.68
C 0.89 -2.60 2.55
C 0.42 -3.91 2.69
C 2.21 -2.32 3.31
C 3.29 -3.28 2.80
C 1.95 -2.56 4.80
C 2.79 -0.91 3.19
H -2.81 -7.19 1.97
H -2.56 -5.98 0.72
H -3.35 -5.54 2.24
H -1.56 -7.16 4.09
H -1.99 -5.47 4.40
H -0.30 -5.97 4.40
H -0.43 -7.79 1.89
H 0.84 -6.61 2.20
H -0.07 -6.55 0.69
H -2.55 -3.75 1.13
H -2.88 -3.18 -1.63
H 0.02 -2.54 -4.69
H 2.04 -1.81 -5.02
H 2.35 -0.16 -5.55
H 0.77 -0.88 -5.82
H 2.80 -1.18 -2.66
H 2.18 0.31 -1.93
H 3.19 0.39 -3.39
H -0.26 1.11 -4.67
H 1.36 1.79 -4.45
H 0.28 1.59 -3.05
H -1.69 -3.32 -5.98
H -3.30 -3.14 -5.29
H -2.80 -4.69 -5.97
H 0.05 -4.76 -4.81
H -1.08 -6.12 -4.76
H -0.33 -5.52 -3.26
H -3.93 -4.41 -3.18
H -2.72 -5.35 -2.31
H -3.32 -5.91 -3.88
H 1.04 -4.61 3.23
H 3.04 -4.33 2.98
H 4.23 -3.07 3.32
H 3.45 -3.15 1.73
H 1.62 -3.58 5.01
H 1.18 -1.88 5.17
H 2.87 -2.38 5.37
H 3.15 -0.71 2.18
H 3.65 -0.85 3.85
H 2.08 -0.13 3.47
O 0.12 3.45 -0.67
S 1.31 3.95 -1.44
C 0.73 5.53 -2.12
C 0.26 6.58 -1.12
C -0.76 6.15 -0.06
C -2.08 5.65 -0.63
S -3.10 4.62 0.48
O -2.38 3.32 0.65
C -2.83 5.55 1.99
C -2.03 5.01 2.98
C -1.83 5.74 4.15
C -2.43 6.98 4.31
C -3.24 7.50 3.31
C -3.45 6.78 2.15
C 2.47 4.59 -0.24
C 3.64 5.20 -0.68
C 4.56 5.66 0.25
C 4.31 5.50 1.61
C 3.15 4.88 2.03
C 2.22 4.41 1.11
H -0.06 5.21 -2.80
H 1.54 5.92 -2.74
H -0.15 7.41 -1.71
H 1.13 6.98 -0.60
H -0.96 7.01 0.57
H -0.33 5.38 0.57
H -1.94 4.98 -1.48
H -2.73 6.46 -0.95
H -1.58 4.04 2.83
H -1.20 5.33 4.93
H -2.27 7.54 5.22
H -3.72 8.46 3.45
H -4.10 7.17 1.38
H 3.85 5.30 -1.74
H 5.47 6.14 -0.08
H 5.02 5.86 2.33
H 2.96 4.74 3.09
H 1.32 3.91 1.42
O 1.66 1.06 0.67
N 1.36 -0.07 0.56
*
```

Results
**Strongest force on any atom**: 2.53 eV/A
**Kohn-Sham gap**: 6.42 eV